{
  "formula": "C53H54ClCoN3O4S2",
  "method": "the ωB97M-V functional and the def2-TZVPD basis",
  "homo_ev": [-12.7238, -12.7238],
  "s2": 3.764,
  "multiplicity": 4,
  "molar_mass_g_mol": 955.55,
  "orbital_gap_ev": [7.6267, 6.4918],
  "charge": 2,
  "elements": ["Co", "C", "C", "C", "C", "C", "C", "C", "S", "O", "C", "C", "C", "C", "C", "C", "C", "C", "C", "C", "C", "C", "C", "C", "C", "C", "C", "C", "C", "C", "S", "O", "C", "C", "C", "C", "C", "C", "C", "H", "H", "H", "H", "H", "H", "H", "H", "H", "H", "H", "H", "H", "H", "H", "H", "H", "H", "H", "H", "H", "H", "H", "H", "H", "H", "C", "C", "C", "C", "C", "O", "C", "C", "C", "C", "C", "C", "Cl", "C", "C", "C", "N", "C", "N", "C", "N", "H", "H", "H", "H", "H", "H", "H", "H", "H", "H", "H", "H", "H", "H", "H", "H", "H", "H", "H", "H", "H", "H", "C", "C", "C", "O", "H", "H", "H", "H", "H", "H"],
  "positions_angstrom": [[-0.321364, -1.081676, 0.145398], [-3.725848, -8.372341, -1.109200], [-3.243470, -6.958289, -0.990372], [-3.947087, -5.912662, -1.593368], [-3.489029, -4.609314, -1.538762], [-2.315258, -4.356610, -0.849551], [-1.583711, -5.368285, -0.246408], [-2.060080, -6.665690, -0.312665], [-1.682315, -2.683719, -0.853860], [-2.122375, -2.062550, -2.111618], [-2.594857, -1.947470, 0.530482], [-2.389456, -2.601359, 1.773038], [-3.102780, -2.226744, 2.864134], [-4.031650, -1.161363, 2.784778], [-4.784455, -0.773675, 3.913520], [-5.675206, 0.260195, 3.837024], [-5.826871, 0.971529, 2.631853], [-5.112060, 0.621749, 1.520837], [-4.214874, -0.473671, 1.552229], [-3.501549, -0.908367, 0.389226], [-3.804573, -0.208845, -0.893234], [-5.092743, -0.374614, -1.479576], [-5.994385, -1.373108, -1.037709], [-7.213127, -1.523838, -1.638151], [-7.599902, -0.674671, -2.693480], [-6.748998, 0.292670, -3.146886], [-5.469722, 0.459013, -2.567491], [-4.564271, 1.431276, -3.050232], [-3.307006, 1.529122, -2.531166], [-2.937404, 0.692567, -1.466358], [-1.229340, 0.714352, -0.925151], [-0.984616, 1.840041, -0.002569], [-0.330752, 1.102936, -2.428311], [0.398235, 2.285180, -2.429942], [1.233114, 2.564512, -3.496232], [1.369410, 1.665919, -4.557380], [2.313963, 1.972326, -5.681598], [0.599713, 0.503788, -4.548089], [-0.252629, 0.214017, -3.493847], [-4.811066, -8.415451, -1.181659], [-3.401367, -8.976060, -0.263898], [-3.315377, -8.823129, -2.015538], [-4.865273, -6.128319, -2.125056], [-4.025048, -3.802357, -2.024125], [-0.652755, -5.146480, 0.263426], [-1.495288, -7.463516, 0.152668], [-1.682959, -3.422734, 1.827429], [-2.970005, -2.739139, 3.809016], [-4.647393, -1.317579, 4.840108], [-6.258594, 0.542446, 4.702969], [-6.519391, 1.801171, 2.586947], [-5.234411, 1.188870, 0.609328], [-5.711128, -2.028801, -0.223746], [-7.889671, -2.296644, -1.298039], [-8.575709, -0.795814, -3.144208], [-7.039463, 0.943924, -3.961658], [-4.870174, 2.084926, -3.856928], [-2.596200, 2.248193, -2.917804], [0.285630, 2.975701, -1.601138], [1.786995, 3.495516, -3.521446], [3.328073, 2.122252, -5.308751], [2.015252, 2.895487, -6.180836], [2.332178, 1.171421, -6.417344], [0.665052, -0.187868, -5.378409], [-0.856892, -0.678708, -3.507546], [4.983031, 0.410937, 1.792663], [5.969530, 0.944307, 0.742930], [6.864792, -0.209861, 0.261423], [6.879871, 1.953852, 1.458282], [5.228984, 1.604090, -0.473345], [6.128842, 2.290962, -1.323307], [4.046084, 2.529274, -0.096628], [4.379648, 3.935124, 0.460860], [3.632832, 4.216547, 1.741963], [2.237940, 4.230502, 1.740648], [1.518668, 4.449024, 2.901819], [2.194966, 4.643984, 4.099127], [1.302678, 4.876741, 5.557889], [3.580832, 4.660421, 4.122318], [4.286844, 4.453414, 2.946090], [4.673348, 0.564648, -1.480147], [3.579334, -0.261327, -1.006189], [2.314934, 0.071944, -0.789852], [1.645854, -1.003360, -0.384578], [2.584545, -1.998359, -0.395319], [3.760256, -1.574704, -0.763171], [5.536378, -0.167611, 2.533780], [4.229277, -0.251167, 1.362753], [4.483525, 1.226135, 2.322099], [7.543753, -0.498490, 1.064133], [7.475364, 0.097189, -0.589434], [6.286396, -1.093709, -0.008372], [7.369535, 1.449324, 2.291554], [6.318747, 2.787316, 1.875750], [7.678549, 2.330414, 0.814885], [6.705732, 2.855757, -0.799090], [3.403877, 2.014431, 0.619263], [3.466959, 2.665947, -1.015413], [4.089887, 4.685038, -0.276606], [5.448057, 4.067111, 0.618623], [1.703029, 4.086993, 0.806559], [0.436742, 4.485184, 2.886369], [4.101420, 4.838014, 5.053411], [5.369176, 4.488175, 2.977702], [5.463556, -0.106833, -1.796255], [4.343522, 1.133760, -2.349376], [1.906455, 1.060507, -0.903465], [2.383311, -3.019096, -0.115798], [0.955446, 1.296063, 2.519190], [0.316030, 0.018046, 2.944536], [0.121047, -0.264062, 4.395295], [-0.070788, -0.811906, 2.114273], [1.144022, 1.970110, 3.348082], [0.321919, 1.778686, 1.768646], [1.907023, 1.060421, 2.030803], [0.721317, 0.384909, 5.025116], [0.328317, -1.311293, 4.614944], [-0.937058, -0.093198, 4.619481]],
  "forces_ev_per_a": [[1.21, -0.15, 0.63], [0.01, 0.00, -0.04], [0.04, 0.06, 0.03], [0.02, -0.04, 0.01], [-0.16, 0.22, -0.02], [0.74, 0.01, 0.21], [0.03, 0.11, 0.04], [0.00, -0.02, 0.00], [-1.32, -0.51, -0.06], [0.25, 0.17, -0.34], [-0.31, -0.08, -0.08], [-0.02, -0.12, -0.01], [0.11, -0.08, 0.00], [-0.07, 0.12, -0.18], [-0.04, 0.01, 0.09], [0.08, -0.06, 0.04], [0.00, 0.02, -0.09], [-0.06, 0.08, -0.01], [0.14, -0.06, 0.20], [0.27, -0.11, -0.02], [0.00, 0.08, -0.09], [0.08, 0.11, -0.15], [-0.14, -0.06, 0.02], [0.13, -0.05, 0.15], [0.00, 0.12, -0.10], [-0.09, -0.03, -0.02], [0.01, -0.16, 0.16], [0.15, 0.09, 0.02], [-0.05, 0.16, -0.20], [0.41, -0.47, 0.22], [-0.84, 1.19, -0.85], [0.12, 0.06, 0.40], [0.04, -0.28, -0.04], [-0.20, 0.17, 0.23], [0.02, -0.06, -0.12], [0.01, 0.04, 0.05], [-0.05, 0.02, -0.04], [0.00, 0.01, 0.05], [-0.02, 0.04, 0.11], [0.00, -0.02, 0.01], [-0.02, 0.00, 0.01], [-0.02, -0.02, 0.01], [0.00, 0.01, 0.00], [0.01, -0.03, -0.02], [0.01, -0.06, -0.02], [-0.02, -0.01, 0.00], [-0.03, 0.01, 0.06], [-0.01, -0.01, -0.01], [-0.02, 0.01, 0.00], [0.01, 0.00, 0.01], [0.02, 0.01, -0.01], [-0.02, -0.01, -0.01], [-0.01, 0.01, 0.01], [0.00, 0.01, 0.00], [0.01, 0.01, -0.01], [0.00, -0.01, 0.00], [-0.01, -0.01, 0.00], [-0.05, -0.03, -0.06], [0.07, -0.01, -0.03], [0.00, 0.00, 0.07], [0.00, -0.01, 0.00], [0.02, -0.02, -0.03], [0.01, 0.02, -0.02], [0.01, 0.00, 0.00], [-0.05, -0.19, 0.03], [0.02, 0.06, -0.02], [0.06, -0.05, -0.02], [-0.06, 0.09, 0.02], [-0.10, -0.02, -0.01], [-0.34, -0.12, 0.17], [0.06, 0.03, -0.07], [0.27, 0.14, -0.03], [-0.12, -0.05, 0.04], [-0.03, 0.02, 0.06], [0.11, 0.06, -0.05], [-0.05, 0.16, 0.07], [0.19, -0.01, -0.27], [-0.10, 0.01, 0.14], [-0.09, -0.01, 0.09], [0.02, -0.04, -0.05], [0.53, 0.34, -0.06], [-0.39, -0.05, -0.08], [0.15, -0.04, 0.12], [-0.41, -0.20, -0.03], [0.02, 0.13, 0.09], [0.08, -0.22, -0.04], [-0.02, -0.01, 0.01], [0.01, -0.02, 0.06], [-0.01, 0.00, 0.01], [-0.01, -0.02, 0.01], [-0.01, -0.03, -0.01], [0.02, -0.01, -0.04], [0.02, 0.00, 0.00], [0.06, -0.01, 0.01], [0.01, 0.02, 0.03], [-0.01, 0.01, -0.01], [-0.01, 0.03, -0.04], [-0.03, 0.03, 0.03], [0.07, -0.01, -0.04], [-0.03, 0.03, -0.02], [-0.02, 0.00, 0.01], [0.01, -0.01, 0.00], [0.00, 0.01, 0.00], [0.00, -0.01, -0.01], [-0.04, -0.06, -0.02], [-0.10, -0.10, 0.00], [0.05, -0.01, -0.08], [0.03, -0.01, -0.04], [-0.20, -0.15, -0.06], [0.19, 0.31, 0.10], [0.03, -0.18, -0.04], [-0.24, -0.18, -0.15], [0.01, -0.06, 0.00], [0.04, -0.02, 0.05], [0.02, -0.04, 0.06], [0.00, 0.02, 0.00], [-0.03, 0.00, -0.04], [0.00, 0.06, 0.00]]
}

---

{
  "formula": "C53H55BCl2HfN12O4S",
  "method": "the ωB97M-V functional and the def2-TZVPD basis",
  "homo_ev": -7.0971,
  "multiplicity": 1,
  "molar_mass_g_mol": 1216.38,
  "orbital_gap_ev": 7.2810,
  "elements": ["Hf", "C", "C", "C", "C", "C", "C", "N", "N", "B", "N", "C", "C", "C", "N", "C", "C", "C", "N", "C", "C", "C", "N", "C", "C", "C", "H", "H", "H", "H", "H", "H", "H", "H", "H", "H", "H", "H", "H", "H", "H", "H", "H", "H", "H", "H", "H", "H", "H", "H", "H", "H", "H", "H", "C", "O", "C", "C", "C", "C", "C", "C", "N", "N", "C", "C", "C", "C", "O", "C", "N", "C", "C", "C", "C", "H", "H", "H", "H", "H", "H", "H", "H", "H", "H", "H", "H", "Cl", "C", "C", "C", "C", "C", "Cl", "C", "N", "C", "C", "C", "C", "C", "C", "C", "C", "O", "O", "H", "H", "H", "H", "H", "H", "H", "H", "H", "H", "C", "C", "C", "C", "N", "C", "S", "N", "H", "H", "H", "H", "H"],
  "positions_angstrom": [[0.921300, -0.043259, -0.364733], [-2.169274, 0.071422, -3.031685], [-1.106610, -0.037183, -4.127124], [-1.724129, -0.624155, -5.398040], [0.002677, -0.926332, -3.660323], [0.807816, -1.793956, -4.416488], [1.419400, -2.600460, -3.488780], [1.039310, -2.215333, -2.255551], [0.196499, -1.163350, -2.367839], [0.793390, -3.130964, -1.030897], [1.723662, -2.914081, 0.167596], [2.553801, -3.830782, 0.688158], [2.759058, -3.535006, 2.013401], [1.979512, -2.391836, 2.247606], [1.408553, -1.993170, 1.107080], [1.615943, -1.817639, 3.582440], [1.964001, -2.785974, 4.714734], [0.107649, -1.543790, 3.602727], [-0.603484, -2.757198, -0.519427], [-1.682141, -3.541077, -0.438401], [-2.727083, -2.793367, 0.053744], [-2.190287, -1.514353, 0.250897], [-0.906101, -1.509673, -0.102153], [-2.883502, -0.307253, 0.794196], [-3.305556, -0.583011, 2.241611], [-4.106427, 0.047701, -0.057690], [-2.966946, 0.731579, -3.359937], [-1.737020, 0.476136, -2.120376], [-2.587082, -0.909996, -2.820923], [-0.732669, 0.963186, -4.353582], [-2.052390, -1.645697, -5.210963], [-1.008683, -0.628571, -6.216599], [-2.586364, -0.037005, -5.704493], [0.915940, -1.835874, -5.480223], [2.065169, -3.441020, -3.644521], [0.840643, -4.270591, -1.358359], [2.927519, -4.636168, 0.089674], [3.367679, -4.073142, 2.710494], [2.163598, -0.882099, 3.732494], [1.484593, -3.748406, 4.545020], [1.600628, -2.387599, 5.659766], [3.035634, -2.938189, 4.802223], [-0.437443, -2.466842, 3.410626], [-0.149358, -0.820747, 2.833207], [-0.199631, -1.162443, 4.575218], [-1.633261, -4.573040, -0.725221], [-3.727311, -3.122586, 0.246365], [-2.165953, 0.522784, 0.775036], [-3.989844, -1.427797, 2.283912], [-3.802510, 0.288050, 2.660435], [-2.437069, -0.810556, 2.851629], [-4.730531, -0.829423, -0.215163], [-3.804270, 0.433710, -1.025425], [-4.699156, 0.807463, 0.445329], [-3.440847, 7.092136, 1.733733], [-2.247341, 7.790412, 1.469735], [-1.117122, 7.400283, 2.128552], [0.062768, 8.068941, 1.798461], [1.265034, 7.696731, 2.354563], [1.320039, 6.609226, 3.230074], [0.129366, 5.997963, 3.618582], [-1.078536, 6.391848, 3.085486], [2.541906, 6.188378, 3.753858], [2.869271, 4.998760, 3.809939], [2.174488, 3.971046, 3.191475], [1.951003, 2.802178, 3.897976], [1.264342, 1.721817, 3.352273], [0.765308, 1.746228, 2.052988], [0.221706, 0.716350, 1.423898], [0.868113, 3.002507, 1.361659], [0.162570, 3.112154, 0.228106], [0.247163, 4.223294, -0.455587], [1.196799, 5.214396, -0.179808], [1.934060, 5.112873, 0.970211], [1.668472, 4.058298, 1.862890], [-4.196125, 7.534672, 1.085620], [-3.749558, 7.212109, 2.777380], [-3.346190, 6.025556, 1.500594], [0.014207, 8.871246, 1.080028], [2.179333, 8.197636, 2.072221], [0.155932, 5.202990, 4.349017], [-1.976004, 5.888414, 3.403363], [2.305136, 2.748440, 4.918044], [1.134818, 0.844846, 3.961891], [-0.445484, 4.309273, -1.281821], [1.350069, 6.036187, -0.859914], [2.716729, 5.823548, 1.190555], [-0.336432, 7.168895, -2.734593], [-1.591000, 5.967867, -2.834090], [-2.675166, 6.084632, -1.990171], [-3.708842, 5.166561, -2.079985], [-3.663435, 4.195399, -3.061663], [-2.562945, 4.078976, -3.895019], [-2.649923, 2.854534, -5.116581], [-1.448121, 4.921254, -3.768731], [-0.273666, 4.823447, -4.465397], [0.207548, 3.695153, -5.175097], [-0.170754, 3.543055, -6.507241], [0.281490, 2.474636, -7.253285], [1.151095, 1.559146, -6.681445], [1.551310, 1.719325, -5.370062], [1.085547, 2.775023, -4.592140], [1.588377, 2.877942, -3.173820], [1.289035, 1.630869, -2.346175], [2.133113, 0.713327, -2.284929], [0.220968, 1.527503, -1.680723], [-2.701928, 6.890442, -1.273965], [-4.553435, 5.226180, -1.413607], [-4.486967, 3.512333, -3.201188], [0.448179, 5.439003, -4.108202], [-0.829099, 4.277990, -6.948474], [-0.031069, 2.354576, -8.279340], [1.526525, 0.727561, -7.257607], [2.233874, 1.020974, -4.910963], [1.170746, 3.735260, -2.649469], [2.677923, 2.963807, -3.196263], [7.413781, -1.119797, 0.157348], [5.974908, -1.068889, -0.233299], [5.387498, -2.038125, -1.052481], [4.019960, -1.969950, -1.219492], [3.273147, -1.005157, -0.693594], [3.956146, -0.032061, -0.038775], [3.021709, 1.295962, 0.447760], [5.255327, -0.071529, 0.236969], [8.007001, -1.597122, -0.618116], [7.517584, -1.693465, 1.078064], [7.773886, -0.114302, 0.352490], [5.957291, -2.826043, -1.512753], [3.499684, -2.734821, -1.778658]],
  "forces_ev_per_a": [[0.75, -0.44, 0.10], [0.21, 0.12, -0.17], [-0.25, 0.17, 0.13], [0.17, 0.13, 0.11], [0.03, -0.01, 0.16], [0.07, -0.07, 0.29], [0.04, 0.14, -0.14], [0.17, -0.20, -0.42], [0.05, 0.16, -0.43], [-0.17, 0.02, 0.23], [0.33, -0.79, 0.35], [-0.16, 0.12, 0.06], [-0.04, 0.11, -0.21], [0.11, 0.05, -0.04], [0.07, 0.04, -0.09], [-0.17, 0.13, 0.15], [0.09, 0.22, -0.18], [0.20, 0.14, -0.08], [-0.22, -0.49, -0.14], [-0.13, 0.12, 0.10], [0.12, 0.02, -0.04], [0.13, 0.15, -0.01], [-0.35, 0.04, 0.32], [-0.08, 0.09, 0.05], [0.19, 0.17, -0.17], [0.25, 0.04, 0.11], [-0.13, 0.06, -0.03], [-0.14, 0.00, 0.01], [-0.08, -0.16, 0.09], [0.01, -0.03, 0.02], [-0.04, -0.10, -0.04], [0.04, -0.03, -0.14], [-0.08, 0.07, -0.03], [-0.09, -0.09, -0.23], [0.12, -0.25, 0.06], [0.06, -0.26, -0.12], [-0.01, -0.26, -0.14], [0.02, -0.12, 0.16], [-0.02, -0.03, 0.00], [-0.03, -0.11, 0.01], [0.00, 0.03, 0.07], [0.16, -0.07, 0.04], [-0.06, -0.13, -0.02], [-0.11, -0.07, 0.08], [-0.03, 0.06, 0.11], [0.05, -0.17, -0.06], [-0.20, -0.04, 0.04], [-0.16, -0.08, 0.08], [-0.10, -0.09, 0.02], [-0.08, 0.10, 0.07], [0.07, -0.05, 0.13], [-0.12, -0.07, 0.00], [-0.03, 0.01, -0.15], [-0.10, 0.10, 0.04], [-0.18, -0.09, 0.07], [0.34, 0.18, -0.04], [0.13, -0.02, -0.05], [-0.33, 0.06, -0.11], [0.02, -0.31, 0.35], [-1.36, 0.17, -0.34], [0.39, 0.19, 0.10], [-0.29, 0.07, -0.19], [0.89, 0.57, 0.45], [1.14, 0.23, 0.67], [-1.01, -1.30, -0.50], [0.29, 0.93, -0.20], [-0.64, -0.52, -0.65], [0.22, 0.96, 1.09], [-0.03, -0.17, -0.70], [0.05, 0.24, 0.43], [-0.47, 0.52, 0.28], [-0.16, -0.30, 0.06], [0.40, 0.15, 0.28], [-0.11, -0.09, -0.35], [0.03, -0.46, 0.05], [0.02, -0.03, 0.06], [-0.01, -0.04, -0.05], [0.03, 0.05, 0.03], [-0.02, 0.12, -0.11], [0.09, 0.07, 0.02], [-0.01, -0.08, 0.01], [-0.13, -0.05, 0.02], [0.10, -0.03, 0.05], [-0.03, -0.16, -0.02], [0.04, 0.05, -0.17], [-0.03, 0.09, -0.06], [-0.05, 0.06, 0.04], [0.08, 0.05, 0.03], [-0.17, -0.03, -0.04], [-0.01, -0.09, -0.10], [0.01, 0.05, -0.07], [0.08, 0.07, 0.09], [-0.02, 0.07, 0.16], [-0.37, -0.13, -0.03], [-0.28, 0.06, 0.28], [0.44, 0.38, 0.03], [0.22, -0.37, -0.23], [0.32, 0.06, -0.12], [-0.02, 0.04, -0.04], [0.07, -0.08, 0.14], [0.08, 0.02, -0.11], [-0.17, 0.17, -0.10], [-0.09, -0.17, 0.24], [0.84, 0.42, -1.06], [-0.13, -0.03, 0.08], [-0.68, -0.13, 0.20], [0.05, 0.09, 0.10], [-0.12, 0.04, 0.05], [-0.04, -0.09, 0.01], [-0.17, -0.11, -0.13], [-0.02, 0.03, 0.04], [-0.04, 0.04, -0.10], [0.04, -0.10, -0.09], [0.11, -0.17, 0.01], [0.05, -0.05, -0.12], [-0.09, 0.07, 0.09], [0.01, 0.02, -0.04], [-0.16, -0.35, -0.36], [-0.12, 0.14, 0.10], [-0.03, -0.09, -0.05], [0.45, 0.66, 0.23], [-0.07, -0.56, -0.46], [-0.16, 0.39, 0.50], [0.19, 0.38, 0.28], [0.12, -0.04, -0.01], [0.02, -0.07, 0.05], [0.06, 0.04, -0.03], [0.11, -0.14, -0.02], [-0.01, 0.01, -0.07]]
}

---

F_max (computed, Eh/bohr): 0.03278, 0.03342